No. 1
Molecular formula: C32H70BN2O10S6
Method: DFT, ωB97M-V with the def2-TZVPD basis set

Computed properties:
Largest force on an atom, eV/A: 0.372
Net charge: -1
DFT total energy, eV: -123463.590
E_HOMO, eV: -4.062
E_LUMO, eV: 1.85

```
121
C32H70BN2O10S6 | the OMol25 dataset | ωB97M-V with the def2-TZVPD basis set
C -0.63 -2.54 0.54
C 0.67 -1.97 1.12
C 0.96 -0.51 0.73
C 0.54 0.53 1.79
C -0.88 0.40 2.35
B -2.10 1.26 1.63
S -1.73 3.19 1.95
C -2.21 0.96 0.02
C -2.99 1.96 -0.84
N -3.88 1.31 -1.83
C -3.46 0.94 2.51
C -4.79 0.70 1.76
C -4.90 -0.72 1.16
C -5.79 -1.65 1.98
C -5.21 -1.97 3.36
N -3.95 -2.71 3.34
H -0.77 -2.23 -0.50
H -0.64 -3.64 0.58
H -1.51 -2.20 1.08
H 1.49 -2.61 0.80
H 0.63 -2.03 2.22
H 0.48 -0.30 -0.23
H 2.04 -0.39 0.57
H 1.28 0.46 2.61
H 0.67 1.54 1.37
H -1.17 -0.66 2.41
H -0.88 0.76 3.39
H -1.11 3.56 0.82
H -1.19 0.89 -0.39
H -2.66 -0.02 -0.15
H -2.29 2.62 -1.36
H -3.62 2.59 -0.21
H -4.69 1.89 -2.02
H -3.40 1.19 -2.71
H -3.62 1.76 3.23
H -3.27 0.05 3.14
H -4.91 1.45 0.97
H -5.64 0.84 2.44
H -5.24 -0.67 0.12
H -3.90 -1.15 1.11
H -5.94 -2.59 1.44
H -6.78 -1.19 2.11
H -5.94 -2.55 3.94
H -5.04 -1.03 3.90
H -3.18 -2.09 3.08
H -3.98 -3.45 2.66
C -0.57 -7.85 -0.91
C -1.21 -8.27 -2.25
C -2.32 -7.27 -2.56
S -1.84 -5.72 -1.78
O -2.79 -5.42 -0.74
O -1.52 -4.75 -2.79
C -0.34 -6.35 -1.02
H 0.35 -8.38 -0.72
H -1.26 -8.06 -0.09
H -0.45 -8.24 -3.03
H -1.59 -9.29 -2.20
H -2.46 -7.09 -3.62
H -3.27 -7.56 -2.11
H -0.20 -5.84 -0.07
H 0.48 -6.11 -1.70
C -0.08 7.03 -3.88
C 1.28 6.37 -4.11
C 1.39 5.20 -3.12
S -0.29 4.65 -2.81
O -0.61 4.90 -1.43
O -0.49 3.34 -3.38
C -1.10 5.89 -3.82
H -0.33 7.74 -4.67
H -0.09 7.57 -2.93
H 1.34 5.98 -5.13
H 2.11 7.06 -3.97
H 1.95 4.36 -3.51
H 1.80 5.51 -2.16
H -2.04 6.14 -3.35
H -1.27 5.45 -4.80
C 4.45 1.42 -5.34
C 5.77 1.99 -5.89
C 5.46 3.40 -6.42
S 4.08 4.00 -5.43
O 2.93 4.19 -6.29
O 4.51 5.09 -4.59
C 3.85 2.51 -4.47
H 4.62 0.51 -4.77
H 3.77 1.17 -6.17
H 6.50 2.05 -5.08
H 6.19 1.36 -6.67
H 6.28 4.10 -6.30
H 5.12 3.39 -7.45
H 2.79 2.39 -4.27
H 4.41 2.62 -3.55
C -2.94 -1.19 6.53
C -1.99 -0.09 6.03
C -1.17 0.38 7.24
S -1.08 -1.02 8.36
O -1.78 -0.69 9.58
O 0.28 -1.52 8.44
C -2.09 -2.12 7.38
H -3.40 -1.73 5.70
H -3.74 -0.75 7.13
H -1.33 -0.51 5.27
H -2.52 0.73 5.56
H -0.16 0.68 6.98
H -1.67 1.19 7.78
H -2.66 -2.76 8.07
H -1.42 -2.72 6.78
C 5.52 -1.18 0.00
C 5.80 -0.10 1.07
C 6.63 0.99 0.39
S 6.15 0.97 -1.34
O 7.29 0.59 -2.15
O 5.43 2.18 -1.67
C 5.03 -0.42 -1.23
H 4.78 -1.89 0.35
H 6.44 -1.72 -0.23
H 4.86 0.31 1.43
H 6.34 -0.52 1.92
H 6.43 1.99 0.77
H 7.70 0.79 0.42
H 5.09 -0.98 -2.16
H 4.03 -0.02 -1.09
```

Here are the Löwdin charges for atoms 1 to 8, given in e:
1 C -0.094
2 C -0.256
3 C -0.219
4 C -0.232
5 C -0.211
6 B -0.930
7 S 0.634
8 C -0.166

=====

No. 2
Molecular formula: C32H70FNO4S
Method: DFT, ωB97M-V with the def2-TZVPD basis set

Computed properties:
Largest force on an atom, eV/A: 9.318
DFT total energy, eV: -57543.132
E_HOMO, eV: -10.523
E_LUMO, eV: -1.22

```
109
C32H70FNO4S | the OMol25 dataset | ωB97M-V with the def2-TZVPD basis set
C -5.09 2.43 3.03
C -5.81 2.27 1.55
C -4.62 2.58 0.42
C -5.17 2.16 -1.07
C -4.23 0.99 -1.81
C -4.42 -0.49 -1.13
C -3.19 -1.51 -1.64
C -2.65 -2.44 -0.40
C -1.46 -1.77 0.50
C -1.60 -0.16 0.78
C -0.07 0.37 1.18
C 0.22 1.74 0.34
N 1.43 2.51 0.82
C 1.94 3.51 -0.20
C 0.76 4.39 -0.94
O 0.47 4.11 -2.24
O 0.01 5.50 -0.30
S 1.19 3.21 2.39
O 2.30 2.70 3.38
O 1.31 4.79 2.39
F -0.35 2.87 3.10
H -4.94 3.59 3.22
H -4.01 1.92 3.03
H -5.71 1.98 3.91
H -6.23 1.18 1.42
H -6.63 3.10 1.46
H -3.62 1.98 0.66
H -4.44 3.76 0.40
H -6.29 1.82 -0.96
H -5.13 3.08 -1.81
H -3.11 1.41 -1.73
H -4.46 0.97 -2.98
H -5.47 -0.92 -1.43
H -4.34 -0.49 0.06
H -2.32 -0.77 -1.99
H -3.63 -2.11 -2.55
H -3.58 -2.82 0.22
H -2.18 -3.42 -0.90
H -0.43 -2.11 0.03
H -1.51 -2.31 1.57
H -2.27 0.02 1.73
H -1.91 0.48 -0.15
H 0.04 0.46 2.34
H 0.74 -0.43 0.81
H 0.28 1.55 -0.84
H -0.74 2.44 0.47
H 2.72 4.29 0.25
H 2.55 2.93 -1.05
H -0.96 5.22 -0.38
C 2.15 -2.46 -1.81
C 2.01 -3.88 -1.27
C 2.51 -4.02 0.17
C 4.00 -3.73 0.39
C 4.95 -4.58 -0.45
C 4.86 -6.07 -0.14
H 3.19 -2.14 -1.84
H 1.75 -2.41 -2.83
H 1.59 -1.75 -1.19
H 2.54 -4.58 -1.93
H 0.95 -4.16 -1.30
H 2.28 -5.04 0.52
H 1.93 -3.35 0.82
H 4.23 -3.87 1.45
H 4.20 -2.67 0.18
H 5.98 -4.25 -0.25
H 4.78 -4.42 -1.52
H 5.08 -6.26 0.92
H 5.58 -6.63 -0.74
H 3.86 -6.47 -0.36
C 5.12 10.24 -0.30
C 4.71 9.46 0.93
C 4.43 7.98 0.65
C 3.26 7.72 -0.31
C 1.91 8.31 0.12
C 1.40 7.73 1.43
H 4.33 10.25 -1.06
H 5.34 11.28 -0.04
H 6.02 9.81 -0.76
H 3.85 9.93 1.40
H 5.53 9.52 1.67
H 4.24 7.47 1.60
H 5.33 7.52 0.23
H 3.15 6.63 -0.43
H 3.51 8.10 -1.31
H 1.18 8.10 -0.66
H 1.98 9.40 0.20
H 1.28 6.65 1.36
H 0.43 8.17 1.68
H 2.08 7.95 2.26
C -2.55 -9.88 -1.45
C -2.93 -8.45 -1.08
C -1.97 -7.40 -1.65
C -0.53 -7.50 -1.13
C -0.37 -7.41 0.39
C -0.84 -6.08 0.96
H -1.57 -10.15 -1.04
H -3.28 -10.58 -1.04
H -2.51 -10.01 -2.53
H -3.01 -8.35 0.01
H -3.93 -8.25 -1.48
H -2.37 -6.41 -1.43
H -1.95 -7.49 -2.74
H 0.06 -6.70 -1.60
H -0.08 -8.44 -1.48
H 0.69 -7.54 0.63
H -0.90 -8.23 0.88
H -0.28 -5.25 0.51
H -0.67 -6.05 2.04
H -1.90 -5.91 0.78
```

Here are the Löwdin charges for atoms 1 to 8, given in e:
1 C -0.157
2 C -0.257
3 C -0.223
4 C -0.224
5 C -0.226
6 C -0.215
7 C -0.210
8 C -0.221

=====

No. 3
Molecular formula: C32H70IN5NbO33S7
Method: DFT, ωB97M-V with the def2-TZVPD basis set

Computed properties:
Largest force on an atom, eV/A: 4.836
Net charge: -1
DFT total energy, eV: -194815.048
E_HOMO, eV: -4.128
E_LUMO, eV: 1.61

```
149
C32H70IN5NbO33S7 | the OMol25 dataset | ωB97M-V with the def2-TZVPD basis set
C -4.29 -2.93 -1.60
C -2.83 -2.25 -1.40
N -3.03 -0.80 -1.24
Nb -1.72 0.24 0.10
C -0.55 1.58 1.51
C 1.04 1.70 1.22
C 1.84 2.59 2.31
C 3.33 2.81 1.68
N 4.33 1.79 2.16
C 5.68 2.34 1.76
C 4.20 0.51 1.42
C 3.84 -0.90 2.09
O 4.43 0.51 0.18
C -1.66 1.94 -1.41
C -0.38 2.02 -2.38
O -0.62 1.28 -3.62
C 0.25 1.66 -4.66
O 0.42 2.83 -5.12
C 0.19 -0.73 -0.78
O 0.03 -1.25 -2.13
O 1.18 -1.14 -2.87
C -1.67 -1.36 1.69
C -2.92 -2.11 2.28
N -4.17 -1.43 2.64
N -2.42 -2.65 3.64
N -3.32 -3.42 1.59
C -3.68 1.23 0.91
I -3.57 2.01 2.93
C -4.23 2.43 -0.01
C -5.71 2.82 0.59
H -4.97 -2.11 -2.05
H -4.79 -3.25 -0.63
H -4.27 -3.78 -2.36
H -2.15 -2.78 -0.67
H -2.32 -2.39 -2.44
H -2.95 -0.37 -2.18
H -0.61 1.22 2.61
H -0.95 2.66 1.41
H 1.30 2.09 0.18
H 1.45 0.62 1.36
H 1.36 3.61 2.46
H 1.96 2.06 3.32
H 3.29 2.84 0.53
H 3.72 3.84 2.02
H 5.60 2.88 0.75
H 6.11 3.00 2.60
H 6.36 1.43 1.60
H 4.56 -1.14 2.95
H 2.76 -0.86 2.51
H 3.95 -1.75 1.32
H -2.56 1.84 -2.14
H -1.66 2.96 -0.86
H -0.34 3.14 -2.72
H 0.63 1.84 -1.89
H 0.83 0.80 -5.17
H 0.57 -1.63 -0.14
H 1.09 -0.03 -0.84
H 0.85 -0.97 -3.79
H -1.07 -0.94 2.58
H -0.98 -2.20 1.29
H -4.56 -1.75 3.53
H -4.86 -1.54 1.89
H -2.39 -1.81 4.24
H -1.43 -2.93 3.53
H -2.70 -4.17 1.96
H -4.28 -3.64 1.89
H -4.48 0.40 0.75
H -3.62 3.39 0.05
H -4.47 2.10 -1.09
H -6.12 1.90 1.16
H -6.44 2.97 -0.29
H -5.68 3.74 1.27
C 0.12 5.74 6.99
C 0.16 4.24 7.26
O -0.91 3.70 6.49
S -1.10 4.58 5.14
O -0.41 3.93 4.07
O -2.47 4.99 5.05
O -0.21 5.86 5.61
H -0.67 6.22 7.57
H 1.07 6.22 7.20
H 0.03 4.00 8.31
H 1.09 3.80 6.89
C 1.29 -5.91 0.80
C 1.76 -4.48 1.01
O 0.79 -3.89 1.88
S 0.21 -5.04 2.87
O 0.91 -4.95 4.12
O -1.22 -5.02 2.79
O 0.77 -6.33 2.07
H 0.47 -5.95 0.07
H 2.09 -6.57 0.48
H 1.83 -3.92 0.08
H 2.72 -4.46 1.52
C 7.80 -3.61 -0.07
C 7.01 -2.59 -0.88
O 5.88 -3.31 -1.37
S 5.46 -4.45 -0.29
O 4.40 -3.93 0.52
O 5.39 -5.71 -0.96
O 6.83 -4.41 0.59
H 8.39 -4.26 -0.73
H 8.46 -3.13 0.65
H 7.58 -2.17 -1.71
H 6.64 -1.78 -0.24
C -0.54 6.98 -2.68
C 0.90 6.49 -2.76
O 1.50 6.91 -1.53
S 0.37 6.89 -0.36
O 0.49 5.65 0.36
O 0.36 8.16 0.29
O -0.93 6.78 -1.32
H -0.61 8.05 -2.90
H -1.20 6.42 -3.35
H 1.43 6.91 -3.61
H 0.94 5.40 -2.80
C 4.92 -8.60 4.59
C 3.64 -8.73 5.40
O 2.86 -7.59 5.06
S 3.16 -7.19 3.51
O 2.14 -7.75 2.69
O 3.53 -5.80 3.47
O 4.51 -8.08 3.33
H 5.61 -7.88 5.05
H 5.43 -9.55 4.46
H 3.84 -8.76 6.48
H 3.08 -9.63 5.11
C -9.19 3.51 -4.11
C -9.42 2.02 -4.28
O -8.23 1.40 -3.79
S -7.61 2.30 -2.60
O -8.03 1.75 -1.35
O -6.24 2.58 -2.90
O -8.48 3.64 -2.88
H -8.55 3.90 -4.91
H -10.12 4.07 -4.08
H -9.61 1.74 -5.31
H -10.26 1.68 -3.65
C 0.72 1.18 -8.65
C 2.09 1.30 -8.00
O 2.69 0.01 -8.16
S 2.16 -0.64 -9.55
O 3.15 -0.40 -10.56
O 1.64 -1.95 -9.27
O 0.92 0.37 -9.81
H 0.01 0.67 -7.99
H 0.32 2.16 -8.93
H 2.02 1.56 -6.94
H 2.71 2.03 -8.52
```

Here are the Löwdin charges for atoms 1 to 8, given in e:
1 C -0.133
2 C -0.380
3 N -0.226
4 Nb 1.816
5 C -0.416
6 C -0.287
7 C -0.166
8 C -0.213